1.
Entry from the OMol25 dataset: C5H10O in the gas phase (the ωB97M-V functional and the def2-TZVPD basis).

For the energy relative to the best compared isomer or geometry (same formula, charge and spin), the calculation gives 84.8 kcal per mole. Its max |F| is 0.6 eV Å⁻¹. The HOMO-LUMO gap is 8.991 eV. The value obtained for the energy is -7391.0872 eV. The HOMO energy is -8.25 eV.

Positions of all 16 atoms, in Å:
C (1.3945, 1.1415, -0.3497)
C (0.9956, 0.7189, 1.0690)
C (0.2906, -0.6495, 1.1638)
C (-1.1013, -0.4234, 0.6704)
C (-1.9274, -0.8444, -1.3387)
O (-1.3986, -1.4236, -0.1514)
H (0.5265, 1.3190, -0.9982)
H (2.0265, 0.3879, -0.8351)
H (1.9664, 2.0765, -0.3157)
H (0.3175, 1.4730, 1.4851)
H (1.8915, 0.6946, 1.6950)
H (0.2631, -0.9941, 2.2023)
H (0.7934, -1.4074, 0.5442)
H (-2.0876, 0.2101, -1.0949)
H (-2.8345, -1.3306, -1.6814)
H (-1.1161, -0.9483, -2.0647)

=====

2.
Entry from the OMol25 dataset: 2 unconnected molecules or ions with the total composition C2H9N2S2 (the ωB97M-V functional and the def2-TZVPD basis).

For the energy relative to the best compared isomer or geometry (same formula, charge and spin), the calculation gives 5.1 kcal per mole. Its max |F| is 0.7 eV Å⁻¹. The HOMO-LUMO gap is 8.648 eV. The value obtained for the energy is -26864.5281 eV. As for the charge: +1. The HOMO energy is -12.13 eV.

Positions of all 15 atoms, in Å:
C (0.2444, 0.8137, 2.4219)
S (0.9557, 0.0375, 0.9628)
S (0.8480, 1.6694, -0.3433)
H (-0.2909, 0.0411, 2.9726)
H (1.0030, 1.2390, 3.0794)
H (-0.4288, 1.6201, 2.1258)
H (1.8335, 1.2752, -1.1483)
N (-1.8815, -0.9403, -0.4003)
C (-1.4864, -1.3881, -1.5579)
N (-0.2878, -1.8504, -1.7900)
H (-1.2381, -0.9723, 0.3905)
H (-2.8383, -0.6544, -0.2655)
H (-2.1651, -1.2493, -2.3865)
H (-0.0193, -2.2966, -2.6518)
H (0.4426, -1.7325, -1.0975)